No. 1
Molecular formula: C28H70N4O12P5
Method: DFT, wB97M-V/def2-TZVPD

```
119
Properties=species:S:1:pos:R:3:forces:R:3:mulliken_charge:R:1
N 0.670 3.946 -5.777 0.0 -0.5 0.7 1.60
O -1.528 -3.534 9.831 0.2 -0.4 -0.2 -0.31
H -4.090 -4.301 6.871 0.3 0.0 0.0 0.34
H -3.194 0.718 -9.385 0.2 0.0 0.0 0.26
O -2.039 1.316 -7.772 -0.2 -0.1 0.0 -0.36
H 3.788 -6.997 3.426 0.1 0.0 0.1 0.24
C -1.025 2.020 -5.708 -0.3 0.0 -0.5 -0.06
H 4.779 2.185 -5.075 0.0 0.0 0.1 0.50
C -1.565 -5.666 2.745 0.1 -0.2 -0.1 -1.22
H -2.667 -6.760 13.288 0.0 0.0 0.0 0.37
H 3.971 -5.236 5.148 0.0 0.2 -0.2 0.35
H -2.693 4.622 -2.634 -0.2 -0.1 0.3 0.36
C 3.949 2.968 -7.272 -0.3 0.6 0.4 -1.67
C 2.991 -6.843 4.154 -0.1 0.0 -0.4 -0.98
H -4.075 7.770 -4.983 -0.1 -0.4 0.2 0.27
H 1.724 6.521 -3.676 0.2 -0.6 -0.6 0.05
H 2.054 -7.099 3.666 -0.1 0.1 0.0 0.23
H 2.562 4.884 -5.511 -0.3 0.1 0.2 0.36
C -0.409 -2.581 7.884 0.1 -0.1 0.0 -0.78
H 0.621 0.695 -1.748 -0.1 0.0 0.2 0.42
N -0.832 5.453 -4.833 1.0 0.1 0.5 0.79
O 1.878 1.011 -0.105 -0.2 -0.4 0.1 -0.35
C -0.797 -4.829 3.747 -0.5 -0.1 -0.1 -0.17
H -1.343 -2.103 7.588 0.0 0.0 0.0 0.18
H 1.393 2.408 -3.893 -0.2 0.2 -0.3 0.04
P -1.681 6.284 -3.432 -1.9 1.1 -0.7 -0.03
H 4.292 4.007 -7.321 0.1 0.0 -0.2 0.37
H 3.454 2.208 -3.976 -0.1 0.3 0.2 0.03
P 1.592 -4.197 2.708 -2.1 -6.6 -1.0 1.16
O -3.020 -5.571 10.157 0.2 -0.2 -0.8 -0.36
C 2.932 -4.888 0.526 0.0 0.0 -0.1 -0.33
C 3.001 2.855 -6.049 1.1 0.0 -0.4 0.83
H 2.045 -0.520 1.285 0.1 0.1 0.0 0.29
H 2.254 -5.270 5.447 -0.2 0.0 -0.2 0.21
H -3.198 2.479 -9.018 -0.1 0.0 -0.2 0.28
H 2.415 -4.093 -0.022 0.0 0.0 0.0 0.24
H -1.015 -3.767 3.636 0.1 0.0 -0.2 0.36
H 3.028 -5.742 -0.144 -0.1 -0.1 0.1 0.33
H -4.420 -5.429 8.159 0.1 0.0 0.2 0.30
C 0.844 2.896 -3.089 0.4 -0.5 1.0 0.19
H 4.275 3.735 -4.485 -0.1 0.1 0.1 0.23
H 3.135 -7.534 4.986 0.1 0.1 0.1 0.41
H -3.684 -5.387 12.825 0.0 0.0 0.0 0.28
C 4.310 -4.423 0.964 0.0 0.1 0.1 -1.01
H 0.921 6.435 -6.930 0.0 0.4 -0.1 0.19
H 2.393 0.686 -2.037 -0.3 -0.3 -0.2 0.32
H 4.801 -5.184 1.568 0.0 0.0 0.0 0.23
C -4.423 -3.344 8.744 0.2 0.2 0.2 -1.00
H -1.327 2.402 -4.732 0.2 0.2 0.0 0.06
H -5.496 -3.242 8.577 0.0 0.0 -0.1 0.41
H -2.616 -5.375 2.723 0.0 0.0 0.0 0.38
H 2.136 4.474 -7.137 -0.3 0.1 0.0 0.75
C -2.340 7.521 -6.252 0.2 -0.3 0.1 -0.56
C 1.630 2.654 -1.791 -0.4 -0.3 -0.3 -1.03
C 1.576 1.156 -1.467 1.0 0.7 0.1 -0.83
H -0.758 3.458 -7.253 0.0 0.1 0.0 0.28
H -1.954 -5.308 12.564 0.1 -0.1 -0.1 0.29
H -4.261 -3.479 9.810 0.0 -0.1 0.0 0.25
H 4.933 -4.201 0.097 0.0 0.0 0.0 0.41
H -4.389 7.964 -6.675 -0.1 -0.1 0.0 0.39
H 3.419 2.749 -8.198 0.1 -0.1 -0.1 0.38
H -0.551 1.048 -5.559 0.1 0.1 0.2 0.41
O 2.886 -4.417 3.654 -0.3 2.7 -0.6 -0.35
H 4.248 -3.518 1.575 0.0 0.0 0.0 0.27
C -3.899 -4.502 7.927 -0.7 -0.2 -0.3 -0.22
C -2.812 -5.979 12.542 -0.1 0.2 0.0 -1.07
H 0.426 -1.951 7.573 0.0 0.0 0.1 0.44
O 2.118 -5.319 1.615 0.2 0.4 0.2 -0.29
O 0.606 -5.076 3.653 0.5 0.6 0.3 -0.38
H -3.931 -2.414 8.457 -0.1 0.0 -0.1 0.24
C -3.845 7.350 -5.958 0.3 0.8 -0.1 -1.07
C -3.011 -6.582 11.167 0.0 -0.2 0.4 -0.36
H -0.948 8.234 -2.837 0.2 0.1 -0.1 0.35
O -1.961 5.154 -2.298 0.9 0.0 -0.4 -0.46
H 0.724 -0.660 0.090 0.0 -0.3 0.2 0.34
H -0.191 7.222 -8.126 0.0 0.2 0.3 0.53
C -0.376 -2.820 9.386 0.1 0.1 -0.1 -0.43
H 2.392 -0.961 -0.427 0.1 -0.2 0.2 0.29
H 3.064 4.782 -2.910 -0.1 -0.1 -0.6 0.00
H 0.146 5.513 -8.194 0.0 0.0 0.0 0.30
P -1.450 5.913 -6.461 -1.0 -0.3 -0.8 -0.09
H -4.190 6.325 -6.061 0.0 -0.1 0.2 0.29
H -1.836 8.190 -5.554 -0.1 0.1 0.0 0.50
H -4.089 1.346 -7.987 -0.1 -0.1 -0.2 0.33
H -0.344 -3.525 7.338 0.1 0.1 0.0 0.11
H -0.098 2.371 -2.943 -0.2 0.2 -0.2 0.21
H -0.414 7.115 -1.798 0.8 -0.1 -0.1 0.23
C 3.897 2.763 -4.801 0.0 -0.5 -0.3 -1.24
O 1.545 5.851 -1.447 0.3 -0.2 0.4 -0.77
H 1.212 3.241 -0.976 0.0 -0.1 0.1 0.47
H -2.901 2.720 -6.537 0.1 0.1 0.0 0.39
H 2.687 2.891 -1.908 0.0 0.3 0.1 0.44
O 0.611 -3.471 1.848 1.9 2.9 1.1 -0.83
H 0.529 -3.363 9.675 0.0 0.0 0.0 0.31
C -0.118 2.955 -6.517 -0.6 0.3 -0.6 -0.89
P 1.815 5.405 -2.820 -1.0 1.1 1.6 0.56
P -1.674 -5.112 9.370 -3.7 3.4 4.6 1.06
C 2.085 4.102 -6.109 0.4 -0.9 0.0 -1.39
H 0.552 2.345 -7.118 0.3 0.2 0.1 0.56
C -2.319 1.791 -6.478 0.1 0.0 0.5 -1.04
H -3.983 -7.077 11.121 0.0 0.1 -0.1 0.33
C -3.194 1.468 -8.602 0.1 0.1 0.4 -0.75
H -0.369 -1.866 9.913 -0.1 -0.1 0.1 0.31
H -2.915 1.076 -5.894 -0.2 -0.1 -0.3 0.46
C 1.766 -0.370 0.249 -0.3 0.3 -0.5 -0.73
H -1.101 -5.106 4.758 0.2 0.0 0.0 0.23
C 0.002 6.349 -7.508 0.3 -0.6 0.4 -1.03
H 4.842 2.361 -7.161 -0.1 -0.3 -0.2 0.44
H 2.468 1.911 -6.180 -0.4 0.1 0.2 0.24
H -1.503 -6.723 3.011 0.0 0.0 0.0 0.32
N -0.493 7.324 -2.799 -1.0 -0.8 0.6 -0.55
H -1.151 -5.569 1.742 0.0 0.2 0.0 0.30
H -2.261 -7.341 10.952 0.1 0.1 0.0 0.35
N 0.559 4.332 -3.360 1.9 0.1 -1.6 0.72
O -2.478 -4.696 8.019 2.1 -1.7 -0.7 -0.21
O -0.609 -5.743 10.193 1.0 -1.2 -3.1 -0.83
H -2.237 7.987 -7.234 0.2 -0.1 -0.1 0.44
C 3.007 -5.426 4.676 0.1 -0.3 0.8 -0.11
C 0.136 4.575 -4.683 -0.3 0.3 -0.2 -1.86
```
Positions in Å, forces in eV/Å.

The LUMO energy comes out at -3.4 eV. The calculated total energy comes out at -3937.34986 hartree. The gap between HOMO and LUMO comes out at 7.54 eV. As for the charge: +1.

No. 2
Molecular formula: C4H7ClO
Method: DFT, wB97M-V/def2-TZVPD

```
13
Properties=species:S:1:pos:R:3:forces:R:3:nbo_charge:R:1
C -0.681 -0.294 -0.684 4.8 -0.2 4.6 -0.25
H 0.354 -1.790 1.091 -0.8 -1.9 1.4 0.18
C 0.755 -1.175 0.378 -1.6 2.8 -2.5 -0.13
O -0.568 1.596 0.952 -1.2 -2.1 2.4 -0.72
H 1.960 0.073 -0.500 0.5 0.5 -0.6 0.20
H -2.162 -0.014 0.879 2.5 2.0 -0.6 0.20
C -1.352 0.657 0.266 -3.3 0.8 -1.8 -0.09
H 2.982 -1.102 0.339 -0.1 -0.4 1.1 0.22
H -2.038 1.289 -0.436 0.6 -1.0 1.0 0.16
H -0.078 2.152 0.395 0.8 0.9 -1.6 0.48
C 1.979 -0.742 0.195 -0.7 0.3 -1.4 -0.45
H -1.333 -1.057 -0.884 -1.3 -1.9 -1.2 0.21
Cl 0.181 0.406 -1.991 -0.3 0.5 -0.8 -0.01
```
Positions in Å, forces in eV/Å.

The LUMO energy comes out at 0.9 eV. The calculated total energy comes out at -691.91096 hartree. The value obtained for the energy relative to the best compared isomer or geometry (same formula, charge and spin) is 3.672 eV. The gap between HOMO and LUMO comes out at 10.45 eV. As for the charge: 0.

No. 3
Molecular formula: C23H19FN6O
Method: DFT, wB97M-V/def2-TZVPD

```
50
Properties=species:S:1:pos:R:3:forces:R:3:nbo_charge:R:1
H -0.161 -4.279 0.178 -0.1 0.4 0.1 0.21
H 1.532 -1.614 0.500 0.4 -0.3 0.0 0.22
H -1.331 -2.308 1.078 -0.3 -0.1 -0.1 0.18
H 2.926 -0.012 -4.005 -0.1 0.3 0.4 0.25
H 1.815 4.437 -2.070 -0.2 -0.2 0.1 0.22
H -0.216 4.498 -1.326 -0.1 -0.2 0.2 0.22
H 3.508 4.211 -3.768 0.0 0.1 -0.1 0.23
C 1.614 -2.744 -2.283 -0.2 -0.5 1.5 0.16
H 1.020 -2.687 1.872 0.0 0.5 -0.9 0.21
N -3.417 -1.144 5.842 1.6 -1.2 -1.2 -0.25
H 0.677 0.502 0.005 0.0 0.0 -0.1 0.21
C -2.380 -1.857 5.520 0.0 -0.2 1.4 0.26
C 2.690 0.935 -3.505 -1.2 -0.2 1.0 -0.27
C -0.916 1.507 1.091 0.7 1.0 -2.1 -0.07
N -3.442 -0.158 4.926 1.4 1.9 -2.1 -0.31
N 0.608 -3.269 -1.473 0.7 -0.2 0.0 -0.37
C -1.171 0.515 2.024 0.0 -1.5 1.5 0.25
H -0.743 -1.103 -0.078 0.0 0.1 0.9 0.22
N -0.454 -0.661 2.047 0.4 -0.7 -0.2 -0.62
H -0.503 -1.135 2.971 0.1 0.3 -1.6 0.40
C -2.078 0.713 3.048 -0.2 0.0 0.3 -0.23
C 0.304 2.454 -0.858 -0.2 -1.7 1.0 0.05
H -0.746 -2.920 -4.373 0.5 0.1 0.2 0.21
H 2.612 -2.550 -1.919 -0.1 0.0 0.2 0.20
H -1.857 4.739 0.559 0.0 -0.2 -0.1 0.23
C -0.409 3.659 -0.657 -1.0 0.3 0.9 -0.21
C 0.063 1.388 0.050 -0.2 1.5 -0.4 -0.21
H -1.460 -3.826 -2.017 0.5 0.1 0.4 0.23
C -0.490 -3.408 -2.269 0.0 0.3 -1.0 -0.11
F 4.286 1.906 -4.875 -0.1 0.6 0.2 -0.32
C 3.333 2.083 -3.934 -0.8 -0.3 0.3 0.40
C -2.802 1.914 3.065 0.7 2.2 -1.0 0.11
O -1.628 -1.327 4.474 -0.8 -0.6 1.1 -0.44
C -1.360 3.792 0.371 1.5 0.4 -1.8 -0.17
H -2.091 -2.730 6.133 0.4 0.6 -1.1 0.21
H 1.568 -4.269 0.097 0.0 0.3 0.0 0.21
C 1.684 1.026 -2.493 0.9 2.1 -0.9 -0.17
N -2.559 2.897 2.178 -1.3 -1.0 1.7 -0.42
C -1.640 2.714 1.205 -0.1 -0.6 0.8 0.13
C 1.984 3.435 -2.450 0.4 -0.5 -0.6 -0.19
C 1.305 2.300 -1.960 0.9 -0.3 -0.3 -0.09
C 0.690 -3.634 -0.061 0.8 1.3 0.2 -0.21
C 0.774 -2.319 0.835 0.0 -2.4 0.3 -0.40
N 1.230 -2.538 -3.496 -1.3 -0.2 -0.4 -0.45
H 1.152 0.170 -2.164 -0.3 -0.8 0.1 0.21
C 2.962 3.337 -3.451 0.3 -0.5 0.4 -0.28
C -2.352 -0.236 4.130 -3.0 0.0 1.7 0.47
H -3.502 2.131 3.880 0.2 -0.2 -0.5 0.23
C -0.530 -1.591 0.896 -0.2 0.2 0.4 -0.23
C -0.100 -2.945 -3.493 -0.4 0.0 -0.8 -0.11
```
Positions in Å, forces in eV/Å.

The LUMO energy comes out at -0.4 eV. Its SMILES is Fc1ccc(-c2ccc3ncc(-c4nnco4)c(NCCCn4ccnc4)c3c2)cc1. The calculated total energy comes out at -1391.46414 hartree. The value obtained for the energy relative to the best compared isomer or geometry (same formula, charge and spin) is 0.674 eV. The gap between HOMO and LUMO comes out at 7.75 eV. As for the charge: 0.

Which value of calculated total energy does entry 1 give?
-3937.34986 hartree

Which formula does entry 3 have?
C23H19FN6O